Molecular formula: C58H133N11O14
Method: DFT, ωB97M-V with the def2-TZVPD basis set

## Properties
E_HOMO, eV: -9.92
Maximum force, eV/A: 3.46
Frontier orbital gap, eV: 10.17

Last columns: bonded neighbours and bond lengths (Å).
Geometry (Å):
1 O 6.600 2.042 29.282  C32 1.399, H199 0.942
2 O 1.766 3.675 26.051  C78 1.454, H174 0.971
3 O 4.546 3.717 25.346  C55 1.411, H112 1.005
4 O 3.870 10.573 23.305  C51 1.435, H184 0.957
5 O 13.592 5.563 24.769  C28 1.384, H210 0.958
6 O 6.527 13.344 31.721  C77 1.416, H156 0.961
7 O 10.770 11.291 29.291  C49 1.422, H118 0.970
8 O 4.879 8.577 25.394  C45 1.450, H157 0.974
9 O 11.673 8.634 28.915  C80 1.447, H139 1.000
10 O 4.229 0.532 28.048  C65 1.424, H192 0.988
11 O 8.890 11.375 31.309  C72 1.453, H95 0.971
12 O 6.977 6.595 29.848  C59 1.412, H136 0.983
13 O 5.317 4.420 29.554  C37 1.431, H114 0.991
14 O 5.660 6.210 24.508  C75 1.426, H103 0.997
15 N 10.286 3.041 31.269  C42 1.139
16 N 8.457 1.714 20.194  C36 1.130
17 N 6.996 11.323 28.316  C54 1.153
18 N 11.904 9.565 21.325  C73 1.168
19 N 11.183 5.448 28.542  C81 1.146
20 N 7.548 11.995 24.260  C30 1.133
21 N 10.847 5.941 25.073  C34 1.152
22 N 9.474 5.176 21.837  C26 1.138
23 N 13.275 3.990 33.624  C63 1.148
24 N 6.254 16.463 25.664  C44 1.134
25 N 9.472 2.304 25.019  C74 1.149
26 C 9.797 5.785 20.932  N22 1.138, C68 1.460
27 C 13.759 2.341 28.280  C69 1.535, H91 1.134, H109 1.099, H120 1.096
28 C 14.350 5.658 23.615  O5 1.384, H113 1.064, H130 1.101, H195 1.117
29 C 12.597 5.535 31.624  C33 1.569, C63 1.472, H107 1.104, H193 1.105
30 C 8.586 11.550 24.165  N20 1.133, C52 1.476
31 C 8.751 1.870 32.988  C42 1.450, C66 1.520, H106 1.109, H169 1.131
32 C 7.684 2.423 28.483  O1 1.399, H167 1.081, H194 1.064, H200 1.097
33 C 11.823 6.713 32.312  C29 1.569, C47 1.556, H99 1.090, H137 1.087
34 C 9.901 5.791 25.713  N21 1.152, C62 1.447
35 C 4.986 9.743 30.592  C57 1.493, C61 1.533, H101 1.075, H108 1.059
36 C 7.968 2.136 21.121  N16 1.130, C38 1.510
37 C 3.905 4.394 29.779  O13 1.431, H96 1.092, H144 1.090, H216 1.066
38 C 7.294 2.484 22.427  C36 1.510, C70 1.493, H140 1.081, H176 1.102
39 C 8.972 7.883 27.655  C76 1.520, H128 1.122, H150 1.107, H185 1.080
40 C 8.960 8.602 23.567  C43 1.534, H111 1.106, H151 1.078, H178 1.054
41 C 6.390 14.203 26.917  C44 1.459, C71 1.521, H131 1.046, H138 1.149
42 C 9.662 2.535 32.077  N15 1.139, C31 1.450
43 C 9.807 9.403 24.565  C40 1.534, C52 1.592, H88 1.078, H124 1.099
44 C 6.349 15.510 26.270  N24 1.134, C41 1.459
45 C 4.585 8.926 26.771  O8 1.450, H122 1.111, H175 1.113, H209 1.158
46 C 14.541 11.347 22.779  C48 1.514, C56 1.555, H115 1.070, H215 1.091
47 C 10.485 6.262 32.965  C33 1.556, H117 1.121, H126 1.068, H149 1.119
48 C 14.823 10.274 23.810  C46 1.514, H89 1.062, H129 1.094, H145 1.147
49 C 10.912 11.824 27.981  O7 1.422, H92 1.095, H147 1.082, H211 1.139
50 C 11.328 2.953 28.042  C69 1.530, C81 1.404, H164 1.107, H207 1.086
51 C 5.010 10.470 22.439  O4 1.435, H155 1.093, H158 1.092, H163 1.080
52 C 9.924 10.928 24.122  C30 1.476, C43 1.592, H93 1.071, H180 1.130
53 C 8.988 7.504 19.206  C60 1.521, C68 1.580, H87 1.103, H214 1.076
54 C 6.814 10.633 29.222  N17 1.153, C57 1.494
55 C 5.573 3.378 26.252  O3 1.411, H146 1.087, H159 1.081, H162 1.101
56 C 14.196 10.840 21.349  C46 1.555, C73 1.455, H170 1.100, H212 1.093
57 C 6.468 9.792 30.408  C35 1.493, C54 1.494, H186 1.098, H189 1.126
58 C 5.288 0.941 21.704  C70 1.553, H84 1.091, H104 1.095, H197 1.090
59 C 8.067 6.065 30.571  O12 1.412, H85 1.113, H161 1.112, H171 1.099
60 C 8.354 8.470 20.196  C53 1.521, H142 1.119, H173 1.123, H196 1.083
61 C 4.339 11.094 30.919  C35 1.533, H152 1.089, H166 1.087, H201 1.107
62 C 8.724 5.657 26.543  C34 1.447, C76 1.540, H110 1.100, H205 1.072
63 C 13.023 4.645 32.716  N23 1.148, C29 1.472
64 C 4.460 13.281 25.381  C71 1.593, H141 1.100, H179 1.115, H188 1.093
65 C 4.761 -0.508 27.233  O10 1.424, H90 1.068, H105 1.088, H116 1.093
66 C 7.535 2.656 33.451  C31 1.520, C82 1.526, H134 1.137, H208 1.090
67 C 11.176 2.260 22.100  C79 1.595, C83 1.507, H168 1.114, H206 1.062
68 C 10.149 6.589 19.764  C26 1.460, C53 1.580, H127 1.090, H160 1.076
69 C 12.543 2.338 27.344  C27 1.535, C50 1.530, H86 1.095, H133 1.077
70 C 6.247 1.485 22.797  C38 1.493, C58 1.553, H135 1.100, H191 1.107
71 C 5.017 13.552 26.848  C41 1.521, C64 1.593, H121 1.069, H165 1.096
72 C 9.200 10.305 32.243  O11 1.453, H181 1.102, H183 1.076, H198 1.099
73 C 12.917 10.147 21.316  N18 1.168, C56 1.455
74 C 10.426 2.554 24.430  N25 1.149, C79 1.498
75 C 5.499 6.197 23.090  O14 1.426, H97 1.086, H98 1.118, H132 1.063
76 C 8.036 7.001 26.844  C39 1.520, C62 1.540, H125 1.108, H213 1.105
77 C 6.182 14.016 32.919  O6 1.416, H102 1.094, H143 1.108, H172 1.087
78 C 1.355 5.060 25.890  O2 1.454, H123 1.113, H177 1.115, H182 1.097
79 C 11.586 2.841 23.527  C67 1.595, C74 1.498, H94 1.110, H119 1.150
80 C 12.893 8.558 28.141  O9 1.447, H153 1.073, H190 1.118, H202 1.076
81 C 11.260 4.335 28.282  N19 1.146, C50 1.404
82 C 6.570 3.186 32.394  C66 1.526, H148 1.114, H154 1.057, H187 1.086
83 C 11.127 0.758 22.001  C67 1.507, H100 1.092, H203 1.071, H204 1.095
84 H 4.513 0.421 22.270  C58 1.091
85 H 8.238 5.051 30.147  C59 1.113
86 H 12.305 1.290 27.133  C69 1.095
87 H 9.361 7.933 18.261  C53 1.103
88 H 9.336 9.331 25.532  C43 1.078
89 H 15.375 9.415 23.515  C48 1.062
90 H 5.667 -0.157 26.788  C65 1.068
91 H 14.101 3.421 28.320  C27 1.134
92 H 10.289 11.285 27.260  C49 1.095
93 H 10.372 11.100 23.164  C52 1.071
94 H 12.398 2.236 23.983  C79 1.110
95 H 9.371 11.200 30.483  O11 0.971
96 H 3.672 4.089 30.801  C37 1.092
97 H 6.392 5.728 22.687  C75 1.086
98 H 4.682 5.598 22.617  C75 1.118
99 H 12.417 7.185 33.094  C33 1.090
100 H 12.090 0.314 22.265  C83 1.092
101 H 4.829 9.076 31.419  C35 1.075
102 H 6.793 14.890 33.163  C77 1.094
103 H 5.286 7.096 24.772  O14 0.997
104 H 4.692 1.748 21.265  C58 1.095
105 H 4.960 -1.443 27.751  C65 1.088
106 H 9.336 1.713 33.917  C31 1.109
107 H 11.996 4.952 30.904  C29 1.104
108 H 4.537 9.236 29.778  C35 1.059
109 H 14.560 1.699 27.889  C27 1.099
110 H 9.110 5.149 27.439  C62 1.100
111 H 7.967 9.079 23.466  C40 1.106
112 H 4.668 4.667 25.042  O3 1.005
113 H 14.310 6.573 23.074  C28 1.064
114 H 5.720 3.515 29.572  O13 0.991
115 H 15.405 11.957 22.619  C46 1.070
116 H 4.077 -0.811 26.436  C65 1.093
117 H 9.974 7.196 33.317  C47 1.121
118 H 11.140 10.394 29.326  O7 0.970
119 H 11.786 3.973 23.528  C79 1.150
120 H 13.508 1.934 29.266  C27 1.096
121 H 4.983 12.650 27.419  C71 1.069
122 H 5.342 8.371 27.366  C45 1.111
123 H 0.247 5.057 25.999  C78 1.113
124 H 10.838 9.068 24.744  C43 1.099
125 H 7.102 6.769 27.393  C76 1.108
126 H 9.929 5.725 32.228  C47 1.068
127 H 10.601 5.911 19.041  C68 1.090
128 H 9.194 7.355 28.620  C39 1.122
129 H 15.297 10.808 24.638  C48 1.094
130 H 14.111 4.859 22.897  C28 1.101
131 H 7.073 13.582 26.426  C41 1.046
132 H 5.315 7.151 22.661  C75 1.063
133 H 12.739 2.875 26.431  C69 1.077
134 H 7.985 3.537 34.011  C66 1.137
135 H 6.799 0.599 23.143  C70 1.100
136 H 6.368 5.834 29.719  O12 0.983
137 H 11.699 7.443 31.517  C33 1.087
138 H 6.757 14.435 27.981  C41 1.149
139 H 11.221 7.758 28.743  O9 1.000
140 H 8.103 2.573 23.138  C38 1.081
141 H 5.327 12.904 24.818  C64 1.100
142 H 7.521 9.024 19.694  C60 1.119
143 H 6.175 13.266 33.734  C77 1.108
144 H 3.460 3.800 28.980  C37 1.090
145 H 13.830 9.846 24.193  C48 1.147
146 H 5.662 4.036 27.112  C55 1.087
147 H 10.737 12.878 28.156  C49 1.082
148 H 6.986 3.907 31.653  C82 1.114
149 H 10.554 5.639 33.893  C47 1.119
150 H 9.914 7.958 27.078  C39 1.107
151 H 9.419 8.620 22.592  C40 1.078
152 H 3.272 10.913 31.036  C61 1.089
153 H 13.628 7.836 28.439  C80 1.073
154 H 5.802 3.689 32.917  C82 1.057
155 H 5.326 11.467 22.123  C51 1.093
156 H 7.475 13.202 31.783  O6 0.961
157 H 4.273 9.100 24.839  O8 0.974
158 H 5.909 10.000 22.843  C51 1.092
159 H 5.412 2.384 26.645  C55 1.081
160 H 10.935 7.198 20.174  C68 1.076
161 H 7.779 5.979 31.642  C59 1.112
162 H 6.546 3.474 25.747  C55 1.101
163 H 4.620 9.968 21.566  C51 1.080
164 H 11.221 2.490 29.041  C50 1.107
165 H 4.265 14.225 27.276  C71 1.096
166 H 4.571 11.933 30.269  C61 1.087
167 H 8.568 2.649 29.063  C32 1.081
168 H 11.860 2.625 21.300  C67 1.114
169 H 8.545 0.895 32.452  C31 1.131
170 H 15.032 10.247 20.947  C56 1.100
171 H 8.986 6.642 30.399  C59 1.099
172 H 5.149 14.300 32.737  C77 1.087
173 H 7.885 7.944 21.071  C60 1.123
174 H 2.646 3.654 25.639  O2 0.971
175 H 3.558 8.642 27.093  C45 1.113
176 H 6.853 3.476 22.239  C38 1.102
177 H 1.817 5.816 26.567  C78 1.115
178 H 8.795 7.607 23.874  C40 1.054
179 H 3.645 12.530 25.508  C64 1.115
180 H 10.600 11.591 24.738  C52 1.130
181 H 10.287 10.302 32.423  C72 1.102
182 H 1.541 5.388 24.860  C78 1.097
183 H 8.733 10.520 33.188  C72 1.076
184 H 3.976 11.320 23.892  O4 0.957
185 H 8.619 8.878 27.879  C39 1.080
186 H 6.902 8.786 30.344  C57 1.098
187 H 6.094 2.399 31.817  C82 1.086
188 H 4.032 14.149 24.873  C64 1.093
189 H 6.901 10.378 31.265  C57 1.126
190 H 12.760 8.328 27.055  C80 1.118
191 H 5.668 1.892 23.649  C70 1.107
192 H 3.249 0.421 28.104  O10 0.988
193 H 13.529 5.796 31.091  C29 1.105
194 H 7.861 1.554 27.895  C32 1.064
195 H 15.421 5.511 23.898  C28 1.117
196 H 9.090 9.185 20.543  C60 1.083
197 H 5.808 0.313 20.981  C58 1.090
198 H 8.863 9.304 31.936  C72 1.099
199 H 6.014 1.676 28.642  O1 0.942
200 H 7.460 3.221 27.765  C32 1.097
201 H 4.645 11.495 31.905  C61 1.107
202 H 13.445 9.469 28.293  C80 1.076
203 H 10.881 0.472 20.999  C83 1.071
204 H 10.334 0.392 22.663  C83 1.095
205 H 7.970 5.062 26.065  C62 1.072
206 H 10.253 2.685 21.793  C67 1.062
207 H 10.432 2.699 27.482  C50 1.086
208 H 6.982 2.066 34.182  C66 1.090
209 H 4.689 10.060 26.976  C45 1.158
210 H 12.905 6.229 24.744  O5 0.958
211 H 12.006 11.828 27.666  C49 1.139
212 H 14.260 11.666 20.637  C56 1.093
213 H 7.762 7.428 25.862  C76 1.105
214 H 8.237 6.812 18.865  C53 1.076
215 H 13.754 11.953 23.228  C46 1.091
216 H 3.525 5.369 29.574  C37 1.066

Atomic partial charges in e from the Löwdin method, atoms 1 to 2: -0.109, -0.151